DFT (the ωB97M-V functional and the def2-TZVPD basis) results for 3 unconnected molecules or ions with the total composition C18H36FO14PS2 at a distorted geometry.

SMILES = CCOCCOCCOC[C@@](OC(=O)O)([C@@H](C)F)P(C)CC.O=S1(=O)OCCO1.O=S1(=O)OCCO1
Multiplicity = 1
Relative energy (zero: lowest compared OMol25 entry of this formula, charge and spin) = 4.1477 eV
LUMO energy = 0.38 eV
Total charge = 0

CARTESIAN COORDINATES (ANGSTROEM)
1 C 5.0006 1.0298 -1.2755
2 C 4.1370 -0.3138 -1.5801
3 O 3.7210 -1.0127 -0.3849
4 C 2.5553 -0.3715 0.2171
5 C 1.5056 -1.4679 0.7822
6 O 0.6644 -1.9753 -0.2879
7 C -0.3414 -2.9024 0.2412
8 C -1.7374 -2.4667 -0.4951
9 O -1.3540 -1.8129 -1.7234
10 C -2.3074 -0.7903 -2.1141
11 C -1.7289 0.7150 -1.8555
12 O -1.2916 0.7131 -0.4630
13 C -2.3025 1.0240 0.4574
14 O -2.0646 1.9616 1.2702
15 O -3.5415 0.3578 0.6255
16 C -0.4102 0.9205 -2.7410
17 C -0.2805 -0.0073 -4.0331
18 F -0.1605 2.2737 -3.1655
19 P -3.1856 1.8637 -2.2606
20 C -3.1139 2.1378 -4.1633
21 C -3.0239 3.5990 -1.5467
22 C -1.5745 4.0682 -1.0738
23 H 4.5847 1.8813 -1.9140
24 H 6.0746 0.7866 -1.6082
25 H 4.9667 1.3307 -0.1779
26 H 4.7759 -1.0271 -2.2263
27 H 3.2398 -0.0296 -2.2311
28 H 2.0451 0.3746 -0.4828
29 H 2.9189 0.2134 1.1415
30 H 2.0573 -2.3717 1.2288
31 H 0.8044 -0.9887 1.5568
32 H -0.0074 -3.9566 -0.0806
33 H -0.4020 -2.8092 1.3765
34 H -2.2764 -1.8012 0.2538
35 H -2.2976 -3.4446 -0.7332
36 H -3.2496 -0.9908 -1.4748
37 H -2.6858 -0.9214 -3.1981
38 H -4.2499 0.9387 0.2582
39 H 0.4786 0.6349 -2.0593
40 H -1.2479 -0.1973 -4.5986
41 H 0.1026 -1.0430 -3.6964
42 H 0.5161 0.4330 -4.7382
43 H -2.3840 2.9762 -4.4497
44 H -4.1792 2.4879 -4.4373
45 H -2.9484 1.1700 -4.7384
46 H -3.5209 4.3250 -2.2965
47 H -3.7098 3.6390 -0.6159
48 H -1.6630 4.9973 -0.3989
49 H -0.9116 3.2654 -0.6227
50 H -1.0175 4.4449 -2.0149
51 O -6.6482 -0.9274 5.6754
52 S -6.7010 0.3591 5.0476
53 O -7.9063 1.1241 4.9465
54 O -6.0437 0.2284 3.5702
55 C -4.9390 1.1278 3.4569
56 C -4.3974 1.2808 4.8688
57 O -5.5530 1.2968 5.7084
58 H -5.3139 2.0812 3.0731
59 H -4.1919 0.7297 2.7697
60 H -3.8169 2.1944 4.9950
61 H -3.7855 0.4195 5.1523
62 O 4.4561 -2.5610 0.7728
63 S 5.5778 -1.9683 1.4330
64 O 5.6251 -0.5831 1.7925
65 O 6.9137 -2.3296 0.5844
66 C 7.8364 -3.0309 1.4184
67 C 6.9805 -3.7580 2.4445
68 O 5.9233 -2.8512 2.7542
69 H 8.4884 -2.2957 1.8986
70 H 8.4404 -3.7172 0.8241
71 H 7.5398 -4.0181 3.3432
72 H 6.5363 -4.6625 2.0184